P.
Here is an isolated molecule of C6H15NS from the Open Molecules 2025 dataset. Energies are from wB97M-V/def2-TZVPD.

Geometry as ORCA input:
```
! RIJCOSX wB97M-V def2-TZVPD def2/J DEFGRID3
* xyz 0 1
C -1.66562 -0.42194 2.77096
C -1.12344 0.69233 1.84823
C -1.80138 0.80362 0.50337
S -1.33008 -0.99680 -0.47451
C 0.71141 -1.61201 -0.50995
N 1.57690 -0.43778 -0.51236
C 1.21021 0.60335 -1.50483
C 2.03605 0.40988 -2.77324
H -2.73416 -0.32282 2.94025
H -1.05450 -0.41766 3.66605
H -1.48217 -1.36065 2.25367
H -1.13402 1.68945 2.37002
H -0.06687 0.48591 1.64959
H -1.38339 1.57378 -0.14519
H -2.87535 0.78941 0.52521
H 0.83427 -2.21772 0.38836
H 0.78530 -2.25180 -1.39082
H 1.23849 -0.05729 0.37084
H 1.42047 1.60456 -1.11430
H 0.12923 0.39915 -1.65366
H 3.06920 0.63888 -2.51803
H 1.96924 -0.63017 -3.10435
H 1.67021 1.03633 -3.58531
*
```

Properties
SMILES: CCCSCNCC
LUMO level: 0.8 eV
Kohn-Sham gap: 9.11 eV
HOMO level: -0.3065 Eh

Q.
Here is a cluster of 2 separate species, C6H15NS in total from the Open Molecules 2025 dataset. Energies are from wB97M-V/def2-TZVPD.

Geometry as ORCA input:
```
! RIJCOSX wB97M-V def2-TZVPD def2/J DEFGRID3
* xyz 0 1
C 0.80221 -1.71051 -0.77579
N -0.09491 -0.82306 0.00528
C 0.38295 0.56881 0.37640
C -0.63242 1.49795 -0.36423
S -0.22410 3.26139 -0.15131
C 0.49494 0.72666 1.84309
C 0.09754 -3.08230 -1.01794
C -0.34197 -3.67698 0.30249
H 1.13114 -1.19287 -1.70954
H 1.69747 -1.89972 -0.15989
H -0.93953 -0.64247 -0.52913
H 1.32050 0.70002 -0.20257
H -0.61280 1.25766 -1.41796
H -1.58635 1.29342 0.07515
H -1.62091 3.57465 -1.65555
H 1.18980 0.00058 2.25901
H 0.82743 1.71449 2.17910
H -0.46484 0.58546 2.34265
H 0.77159 -3.72389 -1.57680
H -0.72322 -2.99579 -1.75784
H -1.09875 -3.03759 0.76512
H -0.84078 -4.65813 0.17693
H 0.45259 -3.75765 1.03946
*
```

Properties
LUMO level: -1.2 eV
Kohn-Sham gap: 7.58 eV
HOMO level: -0.3237 Eh

Out of the structures above, which one is the most stable? Solution: P.